# 1
This record from OMol25 describes the molecule C4H5Cl3 in a non-equilibrium geometry. The level of theory is wB97M-V/def2-TZVPD.

- Net charge: 0
- Orbital gap (spin up / spin down): 4.9002 / 7.5479 eV
- LUMO (spin up / spin down): 0.6060 / -3.1003 eV
- Spin multiplicity: 3
- Relative energy (zero: lowest compared OMol25 entry of this formula, charge and spin): 19.2 kcal/mol
- Largest force on an atom: 0.0677 hartree/bohr

Positions of all 12 atoms, in Å:
C (0.05944, -0.10277, 0.55446)
C (1.02195, 0.28403, -0.44007)
C (-0.03225, 1.29550, -0.44335)
C (-0.75651, -1.30902, 0.41848)
Cl (2.65809, 0.78051, 0.10065)
Cl (-1.34464, 1.04530, -1.59511)
Cl (-0.09404, 2.84485, 0.29452)
H (0.23318, 0.44210, 1.43978)
H (1.19823, -0.26648, -1.33157)
H (-1.47894, -1.34590, -0.45101)
H (-1.44390, -1.54186, 1.23250)
H (-0.02061, -2.12626, 0.22072)

Atoms 1-2, force components in eV/Å:
C 0.52 -3.40 -0.26
C -1.69 0.75 0.33

Electronic structure analysis, Löwdin charges in units of e: -0.29, -0.76, -1.18, -0.08, 0.56, 0.66, 0.65, 0.09, 0.09, 0.08, 0.08, 0.11

=====

# 2
This record from OMol25 describes a cluster of 8 separate species, C20H46F6N6O10PS in total in a non-equilibrium geometry. The level of theory is wB97M-V/def2-TZVPD.

- Net charge: -1
- Orbital gap: 8.0788 eV
- LUMO: 2.3624 eV
- Spin multiplicity: 1
- Largest force on an atom: 0.0441 hartree/bohr

Positions of all 90 atoms, in Å:
P (-14.14473, -15.72288, -19.05329)
F (-13.97882, -14.24412, -18.36004)
F (-15.44673, -15.97744, -18.19759)
F (-15.01176, -14.99159, -20.24082)
F (-14.30726, -17.09165, -19.87741)
F (-12.77223, -15.43030, -19.88472)
F (-13.24330, -16.38701, -17.88098)
C (-18.79837, -12.42420, -16.68516)
C (-18.01728, -13.53723, -17.40741)
O (-18.07137, -14.67128, -16.98376)
N (-17.02701, -13.13793, -18.26896)
C (-17.22057, -12.03872, -19.20349)
H (-19.12077, -12.84334, -15.73931)
H (-19.66157, -12.07672, -17.25495)
H (-18.09483, -11.60633, -16.51967)
H (-16.25003, -13.75929, -18.43425)
H (-16.69844, -11.13704, -18.85339)
H (-18.27215, -11.82297, -19.36361)
H (-16.69108, -12.30645, -20.11943)
C (-11.30083, -12.74172, -20.29591)
C (-9.84029, -12.67470, -19.93524)
O (-9.43179, -12.25594, -18.86245)
N (-8.99532, -13.16329, -20.87031)
C (-7.54369, -13.28368, -20.78398)
H (-11.46015, -13.35993, -21.17787)
H (-11.56641, -11.72921, -20.63767)
H (-12.00856, -12.92440, -19.49495)
H (-9.38938, -13.55236, -21.70954)
H (-7.26003, -14.11446, -21.42474)
H (-7.18144, -13.20272, -19.76859)
H (-7.14889, -12.44374, -21.37788)
C (-16.08349, -13.41729, -14.34474)
C (-15.66638, -14.84450, -14.66943)
O (-16.41630, -15.67014, -15.13191)
N (-14.42168, -15.16006, -14.18926)
C (-13.76456, -16.41788, -14.42344)
H (-15.54883, -12.67997, -14.94814)
H (-15.68368, -13.20783, -13.34804)
H (-17.15924, -13.32671, -14.40642)
H (-13.85923, -14.36349, -13.92063)
H (-13.90127, -17.08828, -13.57078)
H (-12.70357, -16.31109, -14.65668)
H (-14.17921, -16.87983, -15.32456)
C (-15.94487, -20.55457, -16.19010)
C (-15.78395, -19.12978, -16.67141)
O (-16.72126, -18.37414, -16.55912)
N (-14.59553, -18.78839, -17.23676)
C (-13.39603, -19.61407, -17.23242)
H (-15.93872, -20.56510, -15.09445)
H (-15.10305, -21.20444, -16.45117)
H (-16.86433, -21.06441, -16.46187)
H (-14.34394, -17.87038, -17.59267)
H (-13.09433, -19.82667, -16.20009)
H (-12.57604, -19.09797, -17.72554)
H (-13.53090, -20.56804, -17.75040)
C (-11.88267, -10.86152, -13.13151)
C (-12.14732, -11.69916, -14.36262)
O (-12.78053, -12.74141, -14.22639)
N (-11.52074, -11.36470, -15.49937)
C (-11.67597, -12.09469, -16.74407)
H (-12.52158, -9.97345, -13.11789)
H (-10.84491, -10.52216, -13.06418)
H (-12.10132, -11.39919, -12.21509)
H (-10.87109, -10.60276, -15.41344)
H (-11.50804, -11.42448, -17.58326)
H (-12.66625, -12.53064, -16.84567)
H (-10.90155, -12.85777, -16.80558)
C (-19.62545, -18.91050, -19.26491)
C (-18.91074, -17.57146, -19.24965)
O (-18.44364, -17.11634, -18.24021)
N (-18.73160, -16.99689, -20.48176)
C (-18.25349, -15.64230, -20.62688)
H (-19.39392, -19.44318, -20.19584)
H (-20.71148, -18.80470, -19.33002)
H (-19.32000, -19.48837, -18.40013)
H (-18.96956, -17.47264, -21.33251)
H (-17.48491, -15.57805, -21.40059)
H (-17.81519, -15.35464, -19.67328)
H (-19.01960, -14.92162, -20.93757)
C (-10.45020, -17.62626, -19.99574)
C (-10.01524, -16.16928, -20.02122)
O (-8.64322, -16.24945, -20.53641)
S (-8.45750, -17.49760, -21.50437)
O (-7.33192, -18.22521, -21.03167)
O (-8.48892, -17.12563, -22.87090)
O (-9.84130, -18.21340, -21.15255)
H (-11.50895, -17.56685, -20.25969)
H (-10.27725, -18.18082, -19.08021)
H (-9.96691, -15.72724, -19.03194)
H (-10.49999, -15.53679, -20.75503)

Atoms 1-2, force components in eV/Å:
P -0.56 1.66 -0.96
F 0.19 -0.15 0.14

Electronic structure analysis, Löwdin charges in units of e: 0.17, -0.18, -0.10, -0.18, -0.14, -0.18, -0.16, -0.01, -0.53, 0.06, 0.01, -0.09, 0.07, 0.07, 0.07, 0.09, 0.07, 0.08, 0.08, 0.00, -0.55, 0.02, 0.00, -0.06, 0.07, 0.09, 0.06, 0.13, 0.08, 0.09, 0.08, 0.00, -0.53, 0.07, 0.00, -0.08, 0.07, 0.07, 0.06, 0.07, 0.07, 0.08, 0.06, -0.01, -0.54, 0.06, 0.02, -0.10, 0.08, 0.05, 0.07, 0.07, 0.08, 0.06, 0.07, -0.01, -0.54, 0.02, 0.02, -0.06, 0.08, 0.07, 0.08, 0.13, 0.07, 0.08, 0.09, -0.01, -0.54, 0.08, -0.01, -0.08, 0.07, 0.07, 0.08, 0.11, 0.08, 0.06, 0.07, -0.15, -0.13, -0.23, 0.57, -0.24, -0.24, -0.18, 0.12, 0.13, 0.14, 0.10

=====

Question: Number 1 is which compound?
Answer: C4H5Cl3

=====

Question: Among the records above, which one has the highest largest force on an atom?
Answer: C4H5Cl3